[1]
ORCA calculation (the ωB97M-V functional and the def2-TZVPD basis) on a molecular structure, C24H11ClF4N9O4PtS.

Output
Kohn-Sham gap (alpha / beta) in eV: 5.63 / 5.65
Net charge: +1

```
55
C24H11ClF4N9O4PtS the ωB97M-V functional and the def2-TZVPD basis
Pt -0.869 0.567 -2.679
O 3.211 4.548 -2.076
C 3.759 3.361 -1.985
O 4.926 3.187 -1.756
C 2.862 2.173 -2.195
C 3.293 0.850 -2.176
Cl 4.835 0.231 -1.937
N 2.216 0.047 -2.369
N 1.115 0.801 -2.517
C 1.483 2.081 -2.404
C 0.389 3.110 -2.450
O 0.646 4.300 -2.409
O -0.802 2.611 -2.509
C 2.218 -1.381 -2.388
C 1.456 -2.089 -1.471
C 1.537 -3.472 -1.456
C 2.379 -4.135 -2.337
C 3.116 -3.419 -3.270
C 3.034 -2.037 -3.301
H 2.234 4.558 -2.233
H 0.837 -1.563 -0.758
H 0.961 -4.038 -0.737
H 2.469 -5.212 -2.293
H 3.767 -3.925 -3.968
H 3.608 -1.467 -4.017
N -2.934 0.680 -2.740
N -3.586 -0.560 -2.787
C -2.890 -1.701 -2.936
N -3.557 -2.850 -2.933
S -1.208 -1.715 -3.154
H -3.136 1.158 -1.861
H -3.246 1.290 -3.494
H -4.581 -0.572 -2.622
H -4.553 -2.914 -2.804
H -3.034 -3.703 -3.041
F -2.772 0.684 2.176
C -1.951 0.682 3.218
C -2.481 0.483 4.447
F -3.782 0.297 4.538
C -1.665 0.462 5.626
C -0.272 0.723 5.426
C 0.252 0.937 4.193
F 1.552 1.127 4.066
C -0.552 0.894 3.018
C 0.008 0.950 1.739
C -0.695 0.476 0.613
N -1.214 -0.027 -0.290
C 1.340 1.330 1.439
N 2.382 1.633 1.056
F 0.541 0.725 6.460
C -2.192 0.168 6.874
C -3.556 -0.169 7.074
N -4.648 -0.465 7.279
C -1.415 0.157 8.060
N -0.831 0.128 9.050
```

[2]
ORCA calculation (the ωB97M-V functional and the def2-TZVPD basis) on a gas-phase ion, C24H12F8O4S (charge -2).

Output
Kohn-Sham gap in eV: 4.93
Net charge: -2

```
49
C24H12F8O4S the ωB97M-V functional and the def2-TZVPD basis
O -3.174 -5.771 -3.195
C -2.791 -4.628 -2.859
O -3.234 -3.565 -3.352
C -1.701 -4.635 -1.866
C -1.101 -3.591 -1.136
C 0.126 -3.947 -0.422
C 0.180 -5.077 0.402
C 1.365 -5.377 1.095
C 2.485 -4.515 0.959
F 3.655 -4.726 1.663
C 2.414 -3.391 0.148
C 1.275 -3.125 -0.561
C -1.531 -2.144 -1.100
C -1.563 -1.418 -2.285
C -1.906 -0.064 -2.274
C -2.167 0.594 -1.081
S -2.675 2.286 -1.143
C -1.685 2.976 0.133
C -2.256 3.281 1.342
C -1.443 3.760 2.368
F -1.941 4.036 3.584
C -0.076 3.950 2.127
C 0.557 3.648 0.897
C 2.037 3.786 0.642
O 2.408 2.491 0.091
C 2.263 4.956 -0.361
F 3.590 5.198 -0.501
F 1.836 4.647 -1.612
F 1.714 6.149 0.026
C 2.820 4.046 1.960
F 2.551 2.984 2.779
F 4.166 4.000 1.815
F 2.570 5.264 2.583
C -0.296 3.097 -0.079
C -2.103 -0.110 0.125
C -1.826 -1.457 0.111
O -1.772 -2.064 1.226
H -1.208 -5.592 -1.756
H -0.742 -5.671 0.462
H 1.369 -6.225 1.747
H 3.245 -2.725 0.103
H 1.260 -2.317 -1.248
H -1.383 -1.900 -3.234
H -1.937 0.491 -3.193
H -3.293 3.092 1.522
H 0.413 4.334 2.978
H 1.713 1.851 0.352
H 0.078 2.750 -1.050
H -2.287 0.367 1.070
```

How do the records compare in maximum force? In the order shown, they have 0.038; 0.080 Eh/bohr.
How do the records compare in DFT total energy? In the order shown, they have -84132.452; -65848.380 eV.
How do the records compare in ΔE to the lowest compared entry with this formula, charge and spin? In the order shown, they have 0.00; 0.00 kJ/mol.